Record 1
Molecular formula: F2NO2S
Method: DFT, the ωB97M-V functional and the def2-TZVPD basis

Results
Structure (SMILES): O=S(F)(F)=N[O-]
LUMO (eV): 4.1
Energy relative to the best compared isomer or geometry (same formula, charge and spin) (kJ/mol): 59.9
Net charge: -1
HOMO-LUMO gap (Ha): 0.28544
E (eV): -21853.43234

Element x y z (Å)
O 0.319 0.040 1.516
S -0.157 -0.721 0.405
F 1.475 -1.023 -0.619
F -1.624 -0.244 0.758
N -0.143 0.410 -1.031
O 0.129 1.538 -1.030

---

Record 2
Molecular formula: C8H12BrN3
Method: DFT, the ωB97M-V functional and the def2-TZVPD basis

Results
LUMO (alpha / beta) (eV): 0.8 / 0.8
Energy relative to the best compared isomer or geometry (same formula, charge and spin) (kJ/mol): 68.7
Net charge: 0
HOMO-LUMO gap (alpha / beta) (Ha): 0.29952 / 0.29954
E (eV): -82999.77353

Element x y z (Å)
C -2.003 3.259 0.380
C -0.973 2.627 -0.417
C -2.605 2.249 1.080
C -1.060 1.277 -0.242
C -0.230 0.288 -0.769
C 1.293 -0.390 0.582
C 1.620 -1.557 -0.402
C 2.259 -2.868 0.320
N -1.986 1.060 0.788
N -0.649 -1.032 -0.958
N 0.397 -1.989 -1.071
Br 2.564 1.088 0.642
H -2.202 4.291 0.381
H -0.380 3.199 -1.110
H -3.452 2.325 1.752
H 0.489 0.519 -1.519
H 0.898 -0.584 1.560
H 2.301 -1.146 -1.120
H 3.280 -2.673 0.702
H 2.032 -3.688 -0.362
H 1.534 -2.814 1.180
H -2.448 0.205 0.854
H -1.328 -1.231 -0.274
H 0.649 -2.415 -1.977

---

Record 3
Molecular formula: C33H38GeIN6O3RhS2
Method: DFT, the ωB97M-V functional and the def2-TZVPD basis

Results
Multiplicity: 5
LUMO (alpha / beta) (eV): -5.7 / -9.6
⟨S²⟩: 6.061
Net charge: +2
HOMO-LUMO gap (alpha / beta) (Ha): 0.25627 / 0.16055
E (eV): -139195.88718

Element x y z (Å)
Rh -0.049 -0.892 -0.622
S -0.463 -0.776 1.623
C 1.104 0.020 2.085
N 1.308 0.087 3.369
N 2.452 0.399 3.957
C 3.546 1.091 3.517
C 3.471 2.102 2.544
C 4.616 2.758 2.147
C 5.846 2.428 2.708
C 5.927 1.437 3.686
C 4.790 0.785 4.102
N 1.886 0.304 1.083
N 1.441 0.230 -0.151
C 2.361 0.161 -1.176
C 2.156 0.873 -2.373
C 3.132 0.871 -3.347
C 4.322 0.182 -3.150
C 4.541 -0.505 -1.962
C 3.577 -0.523 -0.979
H 2.501 0.002 4.895
H 2.509 2.389 2.154
H 4.557 3.547 1.412
H 6.738 2.952 2.403
H 6.884 1.178 4.110
H 4.846 0.002 4.842
H 1.256 1.460 -2.493
H 2.983 1.428 -4.259
H 5.089 0.195 -3.908
H 5.476 -1.019 -1.806
H 3.728 -1.040 -0.042
O -3.246 -6.111 0.892
S -2.624 -5.740 -0.330
O -2.889 -6.446 -1.534
N -2.762 -4.105 -0.588
C -1.637 -3.468 -0.579
O -1.529 -2.247 -0.882
C -0.460 -4.316 -0.231
C 0.858 -3.927 -0.070
C 1.812 -4.885 0.235
C 1.447 -6.218 0.369
C 0.118 -6.616 0.221
C -0.807 -5.649 -0.073
H 1.118 -2.860 -0.175
H 2.844 -4.596 0.370
H 2.200 -6.956 0.591
H -0.163 -7.651 0.330
I 0.341 -4.265 -5.382
C -0.353 -2.502 -4.470
C -1.457 -1.812 -4.958
C -1.862 -0.669 -4.287
C -1.174 -0.266 -3.156
N -0.124 -0.944 -2.688
C 0.290 -2.028 -3.334
H -1.994 -2.160 -5.829
H -2.708 -0.101 -4.643
H -1.468 0.626 -2.610
H 1.153 -2.548 -2.930
C -5.271 2.505 0.958
C -5.455 1.567 -0.223
C -4.142 1.032 -0.788
C -3.363 0.144 0.185
Ge -1.973 1.029 1.344
C -0.865 2.543 0.569
C -1.522 3.920 0.570
C -1.886 4.413 1.966
C -2.584 5.764 1.933
H -6.232 2.905 1.270
H -4.629 3.342 0.688
H -4.828 1.991 1.815
H -5.977 2.095 -1.025
H -6.087 0.726 0.068
H -3.521 1.870 -1.125
H -4.376 0.424 -1.665
H -2.813 -0.607 -0.391
H -4.055 -0.393 0.835
H -2.293 1.190 2.828
H -0.598 2.259 -0.456
H 0.057 2.584 1.153
H -2.415 3.915 -0.061
H -0.819 4.627 0.121
H -0.981 4.491 2.574
H -2.545 3.680 2.448
H -1.930 6.530 1.521
H -2.875 6.068 2.935
H -3.482 5.723 1.321

---

Record 4
Molecular formula: C22H47F4IN2O18P5S
Method: DFT, the ωB97M-V functional and the def2-TZVPD basis

Results
LUMO (eV): -4.1
Energy relative to the best compared isomer or geometry (same formula, charge and spin) (kJ/mol): 1118.4
Net charge: +1
HOMO-LUMO gap (Ha): 0.25192
E (eV): -139644.34219

Element x y z (Å)
C 5.007 1.445 4.328
C 3.667 1.100 3.977
C 2.082 0.636 3.698
F 1.307 1.630 4.539
O 1.872 -0.652 4.293
C 1.818 -1.809 3.418
P 3.450 -2.836 3.512
O 3.281 -4.462 2.816
O 3.647 -3.161 5.252
S 5.065 -1.911 2.995
C 1.177 -1.621 1.933
I 2.554 -2.222 0.270
C -0.025 -2.776 1.744
O 0.596 -4.066 1.373
C -0.195 -5.216 1.836
F 0.326 -5.596 3.172
F -1.664 -5.044 1.761
F 0.134 -6.357 0.902
N 0.716 -0.228 1.578
P -0.939 0.220 1.811
C -1.976 -0.458 3.166
C -1.323 -0.802 4.622
C -1.568 1.736 0.881
C -3.086 2.239 1.301
C 1.609 0.887 2.166
C 2.848 1.309 1.125
O 3.220 2.757 1.261
N 4.457 2.783 0.668
O 5.200 3.275 1.522
H 5.849 1.982 4.983
H 1.054 -2.545 3.980
H 3.415 -5.146 3.563
H 2.728 -3.396 5.577
H -0.754 -2.500 0.848
H -0.680 -2.882 2.708
H 0.900 -0.136 0.530
H -2.514 -1.461 2.803
H -2.886 0.286 3.386
H -0.920 -1.926 4.652
H -2.232 -0.803 5.398
H -0.561 -0.022 5.041
H -0.841 2.679 0.951
H -1.628 1.464 -0.275
H -3.346 3.122 0.540
H -3.914 1.420 1.130
H -3.137 2.737 2.375
H 0.904 1.851 2.151
H 3.790 0.596 1.240
H 2.524 1.201 -0.017
C 8.263 -4.279 -1.507
O 7.810 -4.010 -0.203
P 8.247 -4.939 1.041
O 8.903 -4.203 2.162
O 9.089 -6.160 0.413
C 10.482 -6.021 0.239
O 6.869 -5.675 1.439
C 5.693 -4.898 1.491
H 9.320 -4.015 -1.588
H 8.106 -5.327 -1.771
H 7.698 -3.659 -2.207
H 10.889 -5.197 0.831
H 10.695 -5.852 -0.819
H 10.966 -6.953 0.544
H 5.199 -4.952 0.517
H 5.906 -3.855 1.739
H 5.023 -5.314 2.248
C -8.325 -0.305 -1.669
O -6.992 -0.699 -1.453
P -5.762 0.169 -2.031
O -4.777 0.608 -0.999
O -6.419 1.341 -2.920
C -6.774 2.558 -2.304
O -5.152 -0.791 -3.173
C -4.997 -2.161 -2.874
H -8.554 0.565 -1.049
H -8.507 -0.085 -2.723
H -8.984 -1.124 -1.369
H -6.287 2.684 -1.333
H -7.859 2.592 -2.175
H -6.479 3.381 -2.961
H -5.897 -2.691 -3.200
H -4.839 -2.329 -1.805
H -4.140 -2.553 -3.427
C -4.130 8.223 -6.699
O -4.725 7.012 -6.304
P -4.448 6.383 -4.844
O -5.677 6.126 -4.038
O -3.338 7.326 -4.154
C -3.754 8.450 -3.410
O -3.580 5.067 -5.180
C -3.999 4.253 -6.254
H -4.606 9.053 -6.172
H -3.054 8.214 -6.512
H -4.292 8.358 -7.771
H -4.810 8.392 -3.134
H -3.580 9.354 -4.000
H -3.149 8.510 -2.501
H -3.476 4.577 -7.158
H -5.079 4.313 -6.412
H -3.727 3.216 -6.043

---

no.,F_max (eV Å⁻¹)
1,4.727
2,5.302
3,4.305
4,10.456